{
  "formula": "C4H4O5",
  "method": "the ωB97M-V functional and the def2-TZVPD basis",
  "symbols": ["C", "C", "C", "C", "H", "H", "H", "H", "O", "O", "O", "O", "O"],
  "coordinates": [[-1.258317, -0.947563, -0.210826], [-0.015877, -0.256422, 0.055347], [1.430803, 0.926932, 1.364164], [0.867801, 0.276039, -0.671621], [-2.397425, 0.004223, 0.935850], [-1.751337, -0.621242, -1.171388], [-1.106025, -1.997440, -0.460581], [1.495994, 0.869050, -2.445027], [-2.200054, -0.911651, 0.834473], [0.259114, 0.110453, 1.381586], [2.046909, 1.285431, 2.315783], [1.828010, 0.936351, 0.075533], [0.800406, 0.325839, -2.003294]],
  "atomic_forces_ev_per_a": [[-2.0, -1.5, -1.9], [-1.8, -0.3, 3.7], [-0.9, -2.7, 0.7], [2.2, 1.6, -2.4], [-0.5, 1.0, 0.5], [0.7, 0.4, 0.7], [0.3, -0.2, 0.5], [-0.6, -0.6, 0.8], [0.5, -0.6, -0.2], [1.3, 1.0, 0.6], [-0.7, 0.3, -0.8], [0.2, 0.8, -1.1], [1.4, 0.7, -1.2]],
  "nbo_charge": [-0.1110, 0.0919, 0.9640, 0.5101, 0.4638, 0.1868, 0.2015, 0.5110, -0.6745, -0.4629, -0.5455, -0.4695, -0.6656],
  "smiles": "O=c1oc(O)c(CO)o1",
  "orbital_gap_ev": 9.25,
  "energy_ev": -14448.694,
  "fmax_ev_per_a": 4.10,
  "homo_energy_ha": -0.3316
}

{
  "formula": "C4H4O5Y",
  "method": "the ωB97M-V functional and the def2-TZVPD basis",
  "symbols": ["O", "C", "C", "O", "O", "C", "H", "H", "H", "O", "C", "O", "H", "Y"],
  "coordinates": [[-2.942390, -0.526714, -0.032966], [-2.920008, 0.797290, 0.132633], [-1.575133, -1.007381, -0.061827], [-3.898288, 1.460211, 0.376937], [-1.686019, 1.275212, 0.038041], [-0.792256, 0.222648, -0.479718], [-1.503779, -1.834308, -0.776674], [-1.345054, -1.372751, 0.949681], [-0.872668, 0.311639, -1.578253], [3.480897, -0.642269, 0.698372], [4.227066, 0.465385, 0.518795], [3.608607, 1.295928, -0.189875], [4.646966, -0.884557, 0.292535], [1.572054, 0.439667, 0.112314]],
  "atomic_forces_ev_per_a": [[0.8, -1.0, -0.2], [-2.9, 1.0, 0.8], [-0.5, -0.3, 0.0], [1.5, -0.8, -0.4], [2.1, 0.4, -0.1], [0.2, 0.3, -0.3], [-0.1, 0.1, 0.2], [0.0, 0.0, -0.1], [0.0, -0.1, 0.0], [-0.3, -2.8, 0.3], [1.4, 0.6, -1.4], [-0.6, 1.5, 0.0], [-1.1, 0.6, 1.0], [-0.5, 0.2, 0.4]],
  "nbo_charge": [-0.4688, 0.9518, -0.1178, -0.5464, -0.5178, -0.6498, 0.2175, 0.1749, 0.1968, -0.8974, 0.4566, -0.8253, 0.5152, 2.5105],
  "total_charge": 1,
  "orbital_gap_ev": 6.44,
  "energy_ev": -15481.316,
  "fmax_ev_per_a": 3.16,
  "homo_energy_ha": -0.4886
}

{
  "formula": "C4H4OS",
  "method": "the ωB97M-V functional and the def2-TZVPD basis",
  "symbols": ["C", "C", "C", "C", "H", "H", "H", "H", "O", "S"],
  "coordinates": [[0.240732, -0.474424, -0.441373], [0.835565, 0.386168, 0.553667], [0.140095, 1.499431, 0.864294], [-0.931756, 0.346581, -0.597138], [-0.625334, -3.262958, -0.690484], [1.779175, -0.127382, 0.982840], [0.395172, 2.482080, 1.031783], [-1.692898, -0.034471, -1.172685], [-0.951078, 1.396038, 0.052148], [0.810328, -2.211063, -0.583050]],
  "atomic_forces_ev_per_a": [[-2.4, 2.4, 2.3], [4.5, -3.6, 1.3], [0.3, -2.1, -1.8], [2.9, -7.0, -2.8], [3.0, 2.8, 0.3], [-1.4, 2.0, -0.2], [0.5, 1.7, 1.3], [-2.3, 0.2, -1.1], [-1.7, 4.3, 1.5], [-3.4, -0.8, -0.7]],
  "nbo_charge": [-0.3132, -0.2731, -0.0017, 0.1757, 0.1656, 0.2288, 0.2104, 0.1885, -0.3632, -0.0178],
  "orbital_gap_ev": 8.25,
  "energy_ev": -17091.321,
  "fmax_ev_per_a": 8.05,
  "homo_energy_ha": -0.3147
}

{
  "formula": "C4H4OS",
  "method": "the ωB97M-V functional and the def2-TZVPD basis",
  "symbols": ["C", "C", "C", "C", "O", "S", "H", "H", "H", "H"],
  "coordinates": [[-0.257824, 0.813316, 0.175657], [0.554488, -0.410517, 0.225577], [-1.594010, 0.922001, 0.269242], [0.249035, -1.679627, 0.212799], [0.205757, -2.961675, 0.067161], [-2.553328, -0.390084, -0.042379], [0.454581, 1.723058, 0.202986], [1.575317, -0.265268, 0.185698], [-1.958589, 1.850371, 0.439941], [0.541022, -3.211644, -0.764589]],
  "atomic_forces_ev_per_a": [[4.2, 1.3, 0.7], [-2.7, 0.2, -0.8], [1.1, -3.0, -1.2], [-2.2, -0.5, 0.0], [-0.1, 2.1, 2.4], [-0.3, -1.2, 0.4], [-1.5, -1.3, 0.2], [2.4, 0.4, 0.2], [-1.4, 2.8, 0.5], [0.5, -0.7, -2.3]],
  "nbo_charge": [-0.3459, -0.3297, -0.3053, 0.5692, -0.5652, -0.2015, 0.2043, 0.2613, 0.2096, 0.5031],
  "orbital_gap_ev": 6.67,
  "energy_ev": -17090.661,
  "fmax_ev_per_a": 4.44,
  "homo_energy_ha": -0.2691
}

{
  "formula": "C4H4OS2",
  "method": "the ωB97M-V functional and the def2-TZVPD basis",
  "symbols": ["C", "C", "C", "C", "H", "H", "H", "H", "O", "S", "S"],
  "coordinates": [[-0.694758, -1.176919, -0.318247], [0.004535, -0.037499, 0.593097], [-0.418128, 1.303094, -0.007645], [1.247196, -0.238091, -0.139076], [-0.307603, -2.177326, -0.425439], [0.110097, -0.144448, 1.623540], [-0.688964, 1.906145, 0.905734], [-1.249142, 1.455206, -0.620767], [-1.787605, -0.967466, -0.775529], [1.513114, 1.502475, -0.580787], [2.271254, -1.425175, -0.254880]],
  "atomic_forces_ev_per_a": [[-3.3, 0.3, 2.3], [-1.6, -2.3, -5.3], [2.7, 1.4, 4.2], [2.8, 3.5, 0.8], [1.0, -0.3, 0.1], [-0.3, -0.5, 1.6], [0.8, 0.2, -1.1], [-0.6, -0.5, -1.8], [0.4, 0.3, -0.5], [-2.9, -0.8, -0.1], [0.9, -1.4, -0.3]],
  "nbo_charge": [0.4264, -0.4372, -0.4172, -0.2804, 0.1611, 0.2653, 0.2159, 0.2430, -0.5033, 0.2249, 0.1016],
  "smiles": "O=C[C@@H]1CSC1=S",
  "orbital_gap_ev": 8.18,
  "energy_ev": -27927.752,
  "fmax_ev_per_a": 5.96,
  "homo_energy_ha": -0.3273
}

{
  "formula": "C4H4OS3",
  "method": "the ωB97M-V functional and the def2-TZVPD basis",
  "symbols": ["C", "C", "C", "C", "H", "H", "H", "H", "O", "S", "S", "S"],
  "coordinates": [[0.854061, -0.445456, -0.292963], [1.243465, 1.209176, 1.479043], [0.123628, 2.092269, 0.866624], [-0.660589, -0.304936, -0.025094], [0.789568, 0.636535, 2.321336], [2.166967, 1.769559, 1.763243], [-0.037179, 2.985500, 1.495524], [0.455749, 2.431620, -0.173889], [1.651486, 0.249014, 0.513272], [1.477160, -1.179893, -1.593842], [-1.399128, 1.146207, 0.677996], [-1.699931, -1.536417, -0.439032]],
  "atomic_forces_ev_per_a": [[-1.1, 1.3, 0.0], [-1.5, -0.1, 0.2], [1.4, 0.8, -0.8], [-1.1, -1.4, -0.6], [0.6, 0.6, -0.1], [-0.9, -0.5, -0.2], [-0.1, -0.4, -0.3], [-0.4, -0.3, 1.4], [1.2, -0.2, -0.1], [-0.3, -0.2, 0.3], [1.1, -0.7, -0.3], [1.1, 1.2, 0.5]],
  "nbo_charge": [0.1260, -0.0779, -0.5985, -0.4099, 0.1952, 0.2212, 0.2502, 0.2354, -0.4928, 0.0659, 0.3833, 0.1020],
  "smiles": "S=C1OCCSC1=S",
  "orbital_gap_ev": 7.37,
  "energy_ev": -38764.455,
  "fmax_ev_per_a": 1.91,
  "homo_energy_ha": -0.3227
}

{
  "formula": "C4H4OZn",
  "method": "the ωB97M-V functional and the def2-TZVPD basis",
  "symbols": ["H", "C", "C", "C", "C", "O", "Zn", "H", "H", "H"],
  "coordinates": [[-1.184228, -0.280235, 0.662507], [-1.316700, -0.811234, -1.213268], [-0.134744, -0.122236, -0.998996], [-0.094592, 0.351367, 0.366757], [0.870174, 0.450307, 1.223662], [1.775943, 0.582201, 1.971869], [3.090321, 1.678540, 2.738664], [-1.383480, -1.841669, -0.856085], [-1.850404, -0.587343, -2.140939], [0.227712, 0.580303, -1.754175]],
  "atomic_forces_ev_per_a": [[2.7, 1.9, 1.1], [0.3, -1.6, -2.6], [-0.6, 4.0, 1.6], [-4.2, -4.3, -2.4], [2.6, 0.7, 2.0], [-3.1, -2.2, -1.4], [2.3, 2.1, 1.1], [-0.6, 0.5, 0.7], [-0.1, -0.2, 0.2], [0.8, -0.7, -0.2]],
  "nbo_charge": [0.2902, -0.2059, -0.0724, -0.4350, 0.7475, -0.5718, 0.5077, 0.2464, 0.2367, 0.2566],
  "multiplicity": 2,
  "total_charge": 1,
  "orbital_gap_ev": [4.42, 4.00],
  "energy_ev": -54663.003,
  "fmax_ev_per_a": 6.52,
  "homo_energy_ha": [-0.3987, -0.4280]
}

{
  "formula": "C4H4P2",
  "method": "the ωB97M-V functional and the def2-TZVPD basis",
  "symbols": ["C", "C", "C", "C", "P", "P", "H", "H", "H", "H"],
  "coordinates": [[1.320475, 0.501148, -0.072060], [-0.401840, -1.099451, 0.562763], [0.122209, -0.215756, -0.600129], [-0.756010, 0.994522, -0.554478], [0.480498, 2.007993, 0.202136], [-1.568808, -0.465391, 1.525146], [2.301193, 0.052637, 0.211012], [0.183681, -1.902739, 0.960337], [0.158204, -0.769040, -1.520187], [-1.839602, 0.896077, -0.714540]],
  "atomic_forces_ev_per_a": [[0.5, 0.5, 0.2], [0.5, 0.6, -0.1], [-0.2, -1.3, 1.7], [-1.0, 0.1, 0.9], [0.2, -0.6, -0.6], [-0.4, 0.4, -0.4], [-0.9, 0.6, -0.4], [0.3, -0.9, -0.4], [0.3, -0.3, -0.6], [0.6, 0.8, -0.3]],
  "nbo_charge": [-0.4908, -0.6484, -0.4028, -0.5016, 0.6390, 0.4954, 0.2253, 0.2150, 0.2335, 0.2354],
  "orbital_gap_ev": [7.13, 7.54],
  "energy_ev": -22784.902,
  "fmax_ev_per_a": 2.14,
  "homo_energy_ha": [-0.2915, -0.3006]
}